This record from the OMol25 dataset describes a single CHN3O molecule. The level of theory is ωB97M-V/def2-TZVPD.

Computed properties:
ΔE to the lowest compared entry with this formula, charge and spin in kcal/mol: 129.8
HOMO-LUMO gap (spin up / spin down) in eV: 10.4 / 10.4
F_max in eV Å⁻¹: 3.68
Calculated total energy in eV: -7566.14408

Element x y z (Å)
O: -1.40 0.55 -1.00
N: 0.34 1.18 -0.35
C: 0.68 -0.01 -0.26
N: -0.11 -1.15 -0.58
N: -1.23 -0.68 -0.98
H: 1.70 0.15 0.11